# C43H57ClIN4O2PSSiTi

A molecular structure, C43H57ClIN4O2PSSiTi (ωB97M-V/def2-TZVPD, the Open Molecules 2025 dataset).

XYZ file:
```
112
Properties=species:S:1:pos:R:3:lowdin_charge:R:1
Ti -0.62839 -0.10640 0.49512 0.516
O 3.46261 -0.30965 6.09970 -0.064
C 2.48955 -1.29638 5.75404 -0.203
C 1.97941 -1.02581 4.37097 -0.207
C 1.89283 -2.07120 3.41488 -0.017
C 1.30241 -1.82480 2.21546 -0.140
N 0.81950 -0.60595 1.85868 -0.083
C 1.09507 0.45875 2.69400 -0.240
C 1.59388 0.22918 3.99195 0.021
C 0.97766 1.75474 2.09354 -0.252
C 1.42534 2.93830 2.71260 0.049
C 1.48468 4.09828 1.98600 -0.187
C 2.13205 5.33848 2.54018 -0.195
O 3.55433 5.26391 2.45289 -0.066
C 1.03649 4.07959 0.64968 -0.025
C 0.54489 2.91201 0.12427 -0.170
N 0.49950 1.76326 0.81620 -0.060
H 3.67462 -0.40614 7.03203 0.087
H 1.65486 -1.25984 6.46229 0.127
H 2.91644 -2.30224 5.79441 0.118
H 2.26041 -3.06525 3.63654 0.118
H 1.16168 -2.60549 1.48274 0.085
H 1.71249 1.05545 4.68163 0.122
H 1.79626 2.91906 3.72934 0.123
H 1.90430 5.45952 3.59861 0.121
H 1.75572 6.22063 2.01079 0.116
H 3.79594 5.01849 1.55049 0.006
H 1.08133 4.97802 0.04548 0.103
H 0.18527 2.84809 -0.89468 0.046
Cl 0.88817 -1.34224 -1.35419 0.708
C 2.33094 -0.96475 -2.29502 -0.644
C 2.40454 -1.53233 -3.55510 -0.113
C 3.51314 -1.24785 -4.33519 -0.065
C 4.51542 -0.41469 -3.84438 -0.064
C 4.40605 0.12318 -2.57302 -0.078
C 3.29859 -0.14780 -1.76475 -0.409
P 3.08416 0.49435 -0.06455 1.138
C 4.29518 -0.48367 0.88564 -0.335
C 4.39758 -0.17891 2.24619 -0.125
C 5.21565 -0.92075 3.08316 -0.072
C 5.91904 -2.00836 2.57835 -0.083
C 5.79999 -2.34221 1.23667 -0.081
C 4.99652 -1.58347 0.39260 -0.074
C 3.83082 2.15203 -0.23751 -0.337
C 3.35106 2.95655 -1.27631 -0.120
C 3.72901 4.28564 -1.37178 -0.082
C 4.58219 4.84197 -0.42370 -0.092
C 5.06834 4.04589 0.60692 -0.116
C 4.69512 2.70833 0.69907 -0.056
H 1.59999 -2.15882 -3.91771 0.113
H 3.58653 -1.67049 -5.32955 0.109
H 5.38281 -0.18922 -4.45208 0.106
H 5.18926 0.76462 -2.18453 0.118
H 3.80751 0.63316 2.66548 0.100
H 5.27460 -0.66584 4.13578 0.101
H 6.54839 -2.60001 3.23269 0.101
H 6.33542 -3.19575 0.83815 0.102
H 4.92181 -1.85460 -0.65072 0.097
H 2.67095 2.53114 -2.01917 0.060
H 3.36191 4.88844 -2.19509 0.104
H 4.87761 5.88122 -0.49682 0.114
H 5.74748 4.46034 1.34181 0.121
H 5.09295 2.10266 1.50636 0.100
C -0.87089 5.03074 -2.60864 -0.083
N 0.01681 4.04331 -3.22824 -0.035
C -0.41928 2.82667 -3.65898 -0.922
S 0.48233 1.43159 -3.46836 0.657
N -1.64073 2.79296 -4.22902 -0.059
C -2.31785 3.91587 -4.85977 -0.077
H -0.35247 5.48068 -1.76449 0.074
H -1.76974 4.54701 -2.22331 0.062
H -1.15753 5.82707 -3.29487 0.075
H 0.94836 3.99467 -2.85425 0.082
H -1.94348 1.86357 -4.46077 0.106
H -1.58797 4.66007 -5.17495 0.086
H -3.04690 4.38942 -4.20024 0.080
H -2.83649 3.55722 -5.74699 0.089
I -2.63928 1.53774 -0.98110 0.879
C -2.26596 1.16773 1.11654 -0.674
H -3.20862 0.79260 1.49843 -0.058
H -2.05995 2.15308 1.52577 -0.034
C -1.07304 -3.99605 1.23311 -0.240
Si -2.03576 -2.52868 0.46975 0.659
C -3.53745 -2.38832 1.69316 -0.652
C -4.67711 -1.56772 1.07942 -0.108
C -4.12111 -3.73197 2.15324 -0.110
C -3.01798 -1.69982 2.96977 -0.124
C -2.63665 -3.27748 -1.22669 -0.661
C -3.02652 -2.15777 -2.19415 -0.145
C -1.50386 -4.08737 -1.87434 -0.128
C -3.82679 -4.23344 -1.09500 -0.112
H -1.69046 -4.90161 1.20747 0.026
H -0.80359 -3.81177 2.27742 0.017
H -0.15204 -4.22308 0.68499 0.014
H -5.22645 -2.14931 0.33387 0.063
H -4.33450 -0.66260 0.57404 0.026
H -5.39921 -1.26876 1.85180 0.084
H -4.55249 -4.31309 1.33867 0.053
H -4.92213 -3.55488 2.88548 0.084
H -3.36675 -4.35154 2.64504 0.068
H -2.41580 -0.80817 2.77643 0.028
H -2.39827 -2.38521 3.55567 0.074
H -3.85918 -1.39603 3.60744 0.083
H -2.18270 -1.49213 -2.39517 0.036
H -3.84069 -1.53979 -1.80213 0.051
H -3.36026 -2.57856 -3.15375 0.080
H -0.59314 -3.50658 -2.01205 0.025
H -1.82291 -4.43547 -2.86667 0.082
H -1.25042 -4.97281 -1.28444 0.070
H -4.72647 -3.74094 -0.72113 0.056
H -3.60471 -5.07536 -0.43171 0.074
H -4.07284 -4.65190 -2.08142 0.082
```

As for the energy above the lowest of the compared OMol25 structures with the same formula, charge and spin: 24.6 kcal per mole. The calculation puts the total energy at -127311.3014 eV. Its spin multiplicity is 3. For the max |F|, the calculation gives 0.8 eV/Å. Its HOMO-LUMO gap (spin up / spin down) is 5.679 / 6.517 eV. The value obtained for the lowest unoccupied orbital energy (spin up / spin down) is 0.260 / -0.244 eV. As for the total charge: 0. The highest occupied orbital energy (spin up / spin down) is -5.42 / -6.76 eV.

---

# C43H58F3NP2SSiTl

A molecular structure, C43H58F3NP2SSiTl (ωB97M-V/def2-TZVPD, the Open Molecules 2025 dataset).

XYZ file:
```
110
Properties=species:S:1:pos:R:3:lowdin_charge:R:1
Tl -2.61221 0.99967 1.97659 0.689
C -0.30617 -0.98815 4.06288 -0.261
Si 0.04773 -0.05238 2.38179 0.442
C 1.89119 -0.61748 2.37674 -0.328
C 2.98748 0.01998 2.94023 -0.101
C 4.24449 -0.56087 2.92722 -0.097
C 4.42559 -1.80619 2.35130 -0.103
C 3.34340 -2.46167 1.78668 -0.118
C 2.09023 -1.86742 1.79277 -0.400
P 0.60242 -2.56106 0.99050 1.085
C 0.95713 -4.44057 1.13496 -0.418
C -0.38627 -5.03512 1.59350 -0.253
C -0.37170 -6.55634 1.49473 -0.205
C -0.29694 -6.98810 0.02299 -0.203
C 0.43077 -5.93890 -0.82591 -0.204
C 1.53934 -5.27646 -0.01457 -0.198
C 1.01735 -1.89708 -0.73256 -0.425
C -0.11426 -2.15453 -1.73430 -0.204
C 0.32573 -1.85103 -3.17214 -0.190
C 1.30812 -0.68609 -3.17656 -0.200
C 2.61556 -1.11667 -2.50474 -0.186
C 2.37168 -2.14987 -1.39244 -0.190
C 0.21532 1.78412 3.03303 -0.387
C 0.51672 2.11215 4.34745 -0.109
C 0.44762 3.41241 4.81611 -0.091
C 0.03605 4.42857 3.96921 -0.096
C -0.28090 4.13748 2.65584 -0.097
C -0.18877 2.83092 2.18587 -0.476
P -0.60073 2.35133 0.47341 0.973
C -1.85063 3.58648 -0.23251 -0.431
C -2.43565 2.77679 -1.40939 -0.279
C -3.25874 3.65497 -2.34057 -0.196
C -2.36154 4.67401 -3.05385 -0.198
C -1.17573 5.07198 -2.16558 -0.203
C -1.59137 5.02842 -0.69653 -0.206
C 1.03754 2.75808 -0.36986 -0.405
C 2.04320 1.68979 0.05710 -0.218
C 3.49944 2.12013 -0.13642 -0.187
C 3.61485 3.10056 -1.29548 -0.205
C 2.84327 4.38590 -0.97458 -0.187
C 1.64146 4.12245 -0.05786 -0.200
H 0.47797 -0.88752 4.81096 0.009
H -0.38677 -2.04760 3.83491 -0.009
H -1.24869 -0.67844 4.51297 0.001
H 2.85722 0.98055 3.41978 0.095
H 5.08655 -0.04982 3.37612 0.094
H 5.40626 -2.26714 2.34314 0.093
H 3.49663 -3.43211 1.33180 0.096
H 1.64648 -4.49146 1.98868 0.095
H -1.19828 -4.64160 0.97760 0.092
H -0.58697 -4.71789 2.61909 0.106
H -1.26861 -6.97165 1.96057 0.104
H 0.49181 -6.94395 2.04352 0.109
H -1.30421 -7.14252 -0.37294 0.104
H 0.22635 -7.94458 -0.05088 0.101
H -0.27466 -5.17742 -1.16298 0.087
H 0.84711 -6.41450 -1.71784 0.108
H 2.17074 -4.67051 -0.66115 0.077
H 2.17275 -6.06329 0.40938 0.114
H 0.97970 -0.83337 -0.46461 0.065
H -0.95262 -1.51135 -1.46387 0.095
H -0.45461 -3.18946 -1.67050 0.083
H -0.55058 -1.61905 -3.78055 0.108
H 0.81191 -2.72438 -3.61479 0.109
H 0.85683 0.15311 -2.64355 0.102
H 1.51171 -0.35571 -4.19745 0.105
H 3.12979 -0.24224 -2.10617 0.088
H 3.27573 -1.56102 -3.25346 0.106
H 3.17799 -2.08613 -0.66086 0.096
H 2.38926 -3.14677 -1.83625 0.094
H 0.80487 1.32182 5.02570 0.091
H 0.70072 3.63574 5.84500 0.095
H -0.04102 5.44572 4.33184 0.095
H -0.62115 4.92899 2.00188 0.092
H -2.60144 3.62539 0.57682 0.083
H -3.06826 1.98303 -1.01485 0.011
H -1.62920 2.29595 -1.97489 0.103
H -4.01705 4.16036 -1.73936 0.112
H -3.78849 3.03245 -3.06618 0.108
H -2.94719 5.56023 -3.30869 0.102
H -1.98577 4.24961 -3.98751 0.103
H -0.82115 6.07314 -2.43318 0.108
H -0.34656 4.38127 -2.32337 0.092
H -2.52994 5.58154 -0.59330 0.116
H -0.86443 5.54090 -0.06632 0.075
H 0.84248 2.68621 -1.44805 0.102
H 1.85303 0.77892 -0.50267 0.078
H 1.88998 1.46010 1.10865 0.055
H 4.11547 1.23725 -0.31876 0.104
H 3.87719 2.59250 0.77165 0.114
H 3.20610 2.63134 -2.19328 0.106
H 4.66327 3.33535 -1.49661 0.104
H 2.50111 4.84279 -1.90665 0.103
H 3.50602 5.10080 -0.48227 0.105
H 0.92079 4.92326 -0.18974 0.080
H 1.95441 4.12971 0.98745 0.116
F -7.30185 0.29601 -1.57747 0.103
C -6.28256 -0.17188 -2.30424 -0.609
F -6.84909 -1.07915 -3.14220 0.094
F -5.89088 0.83706 -3.11580 0.113
C -5.15995 -0.77474 -1.52278 -0.139
C -4.65316 -1.99860 -1.90409 -0.018
C -3.60272 -2.56143 -1.19002 -0.076
C -3.08337 -1.83993 -0.12664 -0.170
N -3.52728 -0.65125 0.22972 -0.075
C -4.58385 -0.09094 -0.41241 -0.769
S -5.15293 1.38726 0.16355 0.557
H -5.07285 -2.51515 -2.75486 0.115
H -3.20070 -3.51797 -1.47424 0.090
H -2.26142 -2.21610 0.47247 0.074
```

The calculation puts the total energy at -97161.8328 eV. Its spin multiplicity is 1. For the max |F|, the calculation gives 1.4 eV/Å. Its HOMO-LUMO gap is 5.716 eV. The value obtained for the lowest unoccupied orbital energy is 2.505 eV. As for the total charge: -1. The highest occupied orbital energy is -3.21 eV.

---

Results for M: 963.31; 972.42 (in g/mol, following the order of the records).